The following is a DFT calculation (ωB97M-V/def2-TZVPD) of C22H26GeIN2O2ScSe as an isolated structure in a non-equilibrium geometry.

```
! wB97M-V def2-TZVPD RIJCOSX def2/J DEFGRID3
* xyz 2 1
Sc 0.5122 0.4499 -0.4216
C 1.2328 -3.8267 0.7962
C 1.7880 -3.6917 2.0604
C 2.0058 -2.4183 2.5649
C 1.6550 -1.3037 1.8035
N 1.0817 -1.4412 0.5800
C 0.9010 -2.6780 0.0942
C 1.8507 0.0842 2.2891
C 2.5056 0.3787 3.4845
C 2.5827 1.6933 3.9175
C 2.0123 2.6924 3.1426
C 1.4198 2.3354 1.9438
N 1.3341 1.0691 1.5117
H 1.0532 -4.7995 0.3640
H 2.0516 -4.5565 2.6508
H 2.4363 -2.3098 3.5471
H 0.4721 -2.7475 -0.9044
H 2.9603 -0.3961 4.0790
H 3.0738 1.9306 4.8473
H 2.0195 3.7254 3.4517
H 0.9892 3.0960 1.2949
I 6.6512 -2.7147 -2.5663
C 4.8168 -1.7226 -2.8565
C 4.1920 -1.7200 -4.0965
C 2.9840 -1.0666 -4.2513
C 2.3926 -0.4100 -3.1730
C 3.0526 -0.3831 -1.9415
C 4.2534 -1.0451 -1.7785
C 1.0507 0.2357 -3.3560
O 0.5469 0.4604 -4.4202
O 0.4400 0.5068 -2.2051
H 4.6481 -2.2242 -4.9342
H 2.4888 -1.0467 -5.2106
H 2.6823 0.2573 -1.0975
H 4.7715 -1.0113 -0.8318
C -3.9883 -0.4384 2.1186
Ge -4.5099 0.7295 0.6013
C -4.6942 2.6301 1.1175
C -6.0974 0.0851 -0.3824
C -2.8861 0.5948 -0.6752
Se -1.5851 2.0508 -0.4050
C -1.5993 2.8240 -2.1973
H -4.6914 -0.3137 2.9365
H -2.9941 -0.2000 2.4910
H -4.0122 -1.4826 1.8190
H -5.2322 2.6944 2.0590
H -5.2783 3.1675 0.3767
H -3.7336 3.1254 1.2380
H -6.9373 0.0652 0.3080
H -5.9662 -0.9156 -0.7843
H -6.3564 0.7582 -1.1948
H -3.2065 0.6731 -1.7139
H -2.3456 -0.3585 -0.5457
H -2.5149 3.4075 -2.3089
H -1.5494 2.0237 -2.9377
H -0.7305 3.4777 -2.2987
*
```

## Properties
HOMO = -13.591 eV
electronic energy = -6650.26794 Eh
ΔE to the lowest compared entry with this formula, charge and spin = 52.7 kcal/mol


The following is a DFT calculation (ωB97M-V/def2-TZVPD) of one molecule with the formula C14H17N3O4 in a non-equilibrium geometry.

```
! wB97M-V def2-TZVPD RIJCOSX def2/J DEFGRID3
* xyz 0 1
N 0.9368 2.7160 -1.6562
C 1.6133 1.5798 -2.2784
C 2.4658 1.9770 -3.5579
O 3.5138 2.9501 -3.3317
C 2.5934 0.8780 -1.2669
O 3.7688 1.4521 -0.8923
N 2.0754 -0.1919 -0.5900
C 0.7545 -0.6152 -0.3575
C -0.2188 0.5447 0.3214
C -1.5378 0.0274 0.8641
C -2.8109 0.0309 0.3154
N -3.6831 -0.7759 1.1643
C -2.9324 -0.8622 2.4010
C -3.3409 -1.3770 3.6434
C -2.2884 -1.8844 4.5549
C -0.9582 -1.5920 4.2423
C -0.6971 -0.7738 3.2106
C -1.7171 -0.5265 2.2105
C 0.2960 -1.4634 -1.6862
O 1.1500 -1.8343 -2.5133
O -1.0594 -1.7643 -1.8118
H 0.1594 2.8963 -2.3917
H 1.6490 3.4133 -1.6867
H 0.8458 0.9346 -2.7466
H 2.6796 0.9795 -3.9968
H 1.8090 2.2341 -4.3017
H 3.8775 2.5461 -2.4821
H 2.7412 -0.4320 0.1987
H 0.9106 -1.2016 0.5437
H -0.5741 1.1432 -0.5241
H 0.6744 1.0362 0.8447
H -3.1930 0.9124 -0.5494
H -4.8356 -0.5599 1.2203
H -4.3969 -1.7070 3.9078
H -2.5064 -2.8214 5.2309
H -0.0714 -1.7504 4.8708
H 0.1797 -0.2670 3.1392
H -1.5658 -1.6826 -1.0120
*
```

## Properties
SMILES string = N[C@@H](CO)C(=O)N[C@@H](Cc1c[nH]c2ccccc12)C(=O)O
HOMO = -8.575 eV
electronic energy = -1008.73180 Eh
ΔE to the lowest compared entry with this formula, charge and spin = 169.0 kcal/mol


The following is a DFT calculation (ωB97M-V/def2-TZVPD) of C16H14BN7O4Y as an isolated structure in a non-equilibrium geometry.

```
! wB97M-V def2-TZVPD RIJCOSX def2/J DEFGRID3
* xyz 1 1
Y -0.2143 0.0719 -0.6372
O -2.1329 3.6868 -2.8308
C -1.5204 2.8357 -2.0508
O -1.4039 1.6421 -2.3063
C -0.9711 3.3970 -0.7888
C -1.0627 4.7083 -0.3714
C -0.5474 5.0268 0.8849
C -0.0158 4.0263 1.6796
C -0.0011 2.7254 1.1873
N -0.4293 2.4365 -0.0349
C 0.3540 1.4904 2.0320
O 0.9864 1.6192 3.0531
O -0.1464 0.4194 1.5151
H -2.4827 3.2523 -3.6224
H -1.5316 5.4546 -0.9967
H -0.5895 6.0460 1.2444
H 0.3664 4.2138 2.6734
C -2.8360 -2.2724 1.7673
C -2.8319 -1.4193 0.6721
N -1.6315 -1.4262 0.0838
N -0.8458 -2.2783 0.7968
C -1.5537 -2.7909 1.8074
B 0.6134 -2.6500 0.3687
N 1.6408 -1.5169 0.7076
C 2.5161 -1.4869 1.7180
C 3.3494 -0.3959 1.5592
C 2.9038 0.2144 0.3951
N 1.8727 -0.4633 -0.1238
N 0.6194 -2.8035 -1.1637
C 0.9682 -3.8746 -1.8888
C 0.8549 -3.5562 -3.2273
C 0.4103 -2.2367 -3.2328
N 0.2751 -1.7811 -1.9873
H -3.6495 -2.4792 2.4394
H -3.6446 -0.8380 0.2659
H -1.1219 -3.5106 2.4830
H 0.9372 -3.6571 0.9096
H 2.5033 -2.2359 2.4923
H 4.1558 -0.0934 2.2029
H 3.2984 1.0876 -0.1008
H 1.2882 -4.7900 -1.4191
H 1.0527 -4.1902 -4.0730
H 0.1978 -1.6078 -4.0828
*
```

## Properties
HOMO = -12.075 eV
electronic energy = -1365.61945 Eh
ΔE to the lowest compared entry with this formula, charge and spin = 18.5 kcal/mol


The following is a DFT calculation (ωB97M-V/def2-TZVPD) of one molecule with the formula C4H4N2O2 in a non-equilibrium geometry.

```
! wB97M-V def2-TZVPD RIJCOSX def2/J DEFGRID3
* xyz 0 1
O -0.3558 2.0597 -0.3647
C -1.1700 1.0398 -0.2494
C -0.3093 -0.4742 -0.2011
O -1.0773 -1.5278 0.0807
C 0.4897 0.1809 0.9656
N 1.6953 0.4981 0.7192
N 1.9385 0.0232 -0.5780
C 0.7759 -0.6628 -0.9823
H -2.3701 1.3987 -0.1655
H -0.4630 -1.9737 1.0033
H -0.0616 0.3131 1.8418
H 0.9078 -0.8749 -2.0696
*
```

## Properties
SMILES string = O=CC1(O)C=NN=C1
HOMO = -9.787 eV
electronic energy = -414.56720 Eh
ΔE to the lowest compared entry with this formula, charge and spin = 175.1 kcal/mol


The following is a DFT calculation (ωB97M-V/def2-TZVPD) of one molecule with the formula CH3NOS in a non-equilibrium geometry.

```
! wB97M-V def2-TZVPD RIJCOSX def2/J DEFGRID3
* xyz 0 1
O -1.5356 -0.8148 -0.1008
N -1.0931 0.5183 0.1291
C 0.1705 0.9393 0.0438
S 1.3417 -0.2847 -0.0152
H -0.7716 -1.4102 0.3984
H -1.9227 1.1795 -0.1995
H 0.1407 2.0406 -0.3156
*
```

## Properties
SMILES string = ONC=S
HOMO = -8.861 eV
electronic energy = -567.98440 Eh
ΔE to the lowest compared entry with this formula, charge and spin = 73.0 kcal/mol


The following is a DFT calculation (ωB97M-V/def2-TZVPD) of a 2-piece molecular cluster, C5H9NO2 overall in a non-equilibrium geometry.

```
! wB97M-V def2-TZVPD RIJCOSX def2/J DEFGRID3
* xyz 0 1
O -2.4308 -0.8549 0.7179
C -1.8305 -0.2644 -0.1620
N 2.1555 -1.0526 0.5574
C 2.6251 -0.3680 -0.4793
O 1.9169 0.4474 -1.0987
C -1.9255 -0.6758 -1.5472
C -0.9133 0.8996 0.0786
C -0.2813 0.9292 1.4483
H 2.7889 -1.8282 0.7539
H 3.6501 -0.5744 -0.8388
H -2.6619 -1.4013 -1.8718
H -1.1720 -0.3216 -2.2404
H -1.5080 1.7982 -0.1056
H -0.0852 0.8155 -0.6235
H 0.7804 1.1005 1.3364
H -0.8108 1.4387 2.2449
H -0.2977 -0.0880 1.8300
*
```

## Properties
HOMO = -8.020 eV
electronic energy = -400.91597 Eh
ΔE to the lowest compared entry with this formula, charge and spin = 163.6 kcal/mol